Below is a cluster of 2 separate species, CH4N3P in total, with properties calculated with ωB97M-V/def2-TZVPD.

Last columns: bonded neighbours and bond lengths (Å).
Geometry (Å):
1 C 4.0270 0.6361 -0.0747  N2 1.152, P5 1.759
2 N 4.6157 1.6259 -0.0673  C1 1.152
3 N -0.6387 0.8418 -0.1774  H6 0.950, H7 0.954, H8 0.989
4 N 3.4295 -1.7915 -0.6641  P5 1.526, H9 1.035
5 P 3.2975 -0.8471 0.5269  C1 1.759, N4 1.526
6 H -0.6971 0.0498 -0.6995  N3 0.950
7 H -0.9758 0.7353 0.7083  N3 0.954
8 H -1.1884 1.5043 -0.6647  N3 0.989
9 H 2.8890 -2.6679 -0.5599  N4 1.035

## Properties
SMILES string: [H]/N=P/C#N.N
Kohn-Sham gap in hartree: 0.3370

---

Below is a cluster of 2 separate species, FHNO3S in total, with properties calculated with ωB97M-V/def2-TZVPD.

Last columns: bonded neighbours and bond lengths (Å).
Geometry (Å):
1 N 1.7805 -0.4822 -0.0253  F5 1.406, H7 1.023
2 O -1.4277 -0.7723 0.4080  S6 1.470
3 O -2.0749 1.0795 -1.2354  S6 1.485
4 O -1.2542 1.6593 1.1049  S6 1.504
5 F 3.1259 -0.7781 -0.3045  N1 1.406
6 S -1.3893 0.6413 0.0063  O2 1.470, O3 1.485, O4 1.504
7 H 1.2397 -1.3475 0.0461  N1 1.023

## Properties
Total charge: -1
Kohn-Sham gap (alpha / beta) in hartree: 0.3500 / 0.1895

---

Results for max |F|: 3.31, 4.00 (in eV Å⁻¹, following the order of the records).
Results for energy relative to the best compared isomer or geometry (same formula, charge and spin): 35.00, 53.07 (in kcal/mol, following the order of the records).